No. 1
This record from OMol25 describes an isolated molecule of C4H11NO. The level of theory is ωB97M-V/def2-TZVPD.

Summary:
E (eV): -7863.51382
SMILES: CC[C@@H](N)CO
HOMO level (eV): -9.0
Relative energy (zero: lowest compared OMol25 entry of this formula, charge and spin) (kcal per mole): 24.0

Structure (XYZ):
```
17
C4H11NO, DFT ωB97M-V/def2-TZVPD
H 1.137 0.860 1.542
H 1.236 -0.048 -0.589
H 0.539 2.716 -0.755
H 1.348 -2.630 -0.063
C -0.508 2.437 -0.603
H -1.208 -1.522 0.175
H -1.089 3.071 -1.267
C -0.654 0.956 -0.889
O 0.688 -2.302 0.535
H -0.691 2.671 0.444
C -0.186 -1.492 -0.234
C 0.237 -0.012 -0.105
H -0.274 -1.826 -1.265
H -0.577 0.676 -1.940
H 0.090 -0.416 1.880
N 0.307 0.370 1.303
H -1.669 0.642 -0.601
```

Mulliken population analysis, charges in e, atoms 1 to 5:
1 H 0.20
2 H 0.17
3 H 0.32
4 H 0.32
5 C -1.29

No. 2
This record from OMol25 describes a cluster of 2 separate species, C4H11NO in total. The level of theory is ωB97M-V/def2-TZVPD.

Summary:
E (eV): -7862.07781
SMILES: C=CC.NCO
HOMO level (eV): -9.2
Relative energy (zero: lowest compared OMol25 entry of this formula, charge and spin) (kcal per mole): 57.1

Structure (XYZ):
```
17
C4H11NO, DFT ωB97M-V/def2-TZVPD
N -1.221 1.851 0.529
H 2.627 -2.224 -0.974
H 2.997 -0.598 -0.683
C 1.769 -1.440 0.888
H 2.531 -1.060 1.526
C 2.153 -1.289 -0.562
C 0.553 -1.801 1.270
O -1.903 0.722 -1.281
H -1.468 2.330 1.336
H -2.485 0.046 -0.944
H 1.388 -1.004 -1.330
H 0.239 -2.035 2.287
H -0.170 -1.961 0.475
H -0.270 1.729 0.342
H -3.089 2.195 -0.612
C -2.006 1.950 -0.682
H -1.644 2.589 -1.584
```

Mulliken population analysis, charges in e, atoms 1 to 5:
1 N -0.41
2 H 0.29
3 H 0.30
4 C 0.05
5 H 0.33

No. 3
This record from OMol25 describes an isolated molecule of C4H11NO. The level of theory is ωB97M-V/def2-TZVPD.

Summary:
E (eV): -7860.78708
SMILES: CN(C)CCO
HOMO level (eV): -8.8
Relative energy (zero: lowest compared OMol25 entry of this formula, charge and spin) (kcal per mole): 86.9

Structure (XYZ):
```
17
C4H11NO, DFT ωB97M-V/def2-TZVPD
C 0.516 -0.910 -1.306
H 1.428 -1.272 -1.713
H -0.442 0.424 2.636
H -0.277 2.061 1.989
H -1.759 1.009 -0.791
H 1.861 0.347 0.029
H -0.915 -1.889 -0.788
H -0.207 -0.154 -1.907
C 0.160 1.071 1.939
H 1.318 1.060 1.744
C 0.907 -0.252 0.023
C -0.976 1.570 -0.194
H -1.565 2.280 0.491
H 0.862 -1.148 0.786
H -0.203 2.070 -0.867
N -0.411 0.493 0.595
O -0.108 -2.140 -1.068
```

Mulliken population analysis, charges in e, atoms 1 to 5:
1 C -0.42
2 H 0.34
3 H 0.28
4 H 0.41
5 H 0.28

No. 4
This record from OMol25 describes a cluster of 2 separate species, C4H11NO in total. The level of theory is ωB97M-V/def2-TZVPD.

Summary:
E (eV): -7863.99361
SMILES: CC(N)=O.CC
HOMO level (eV): -9.7
Relative energy (zero: lowest compared OMol25 entry of this formula, charge and spin) (kcal per mole): 12.9

Structure (XYZ):
```
17
C4H11NO, DFT ωB97M-V/def2-TZVPD
H 1.373 -0.264 -1.285
C 1.040 0.771 -1.321
H 0.476 -2.136 1.771
H 0.164 -2.541 0.081
H -1.858 -0.794 -1.010
H -1.650 0.676 -0.081
H 0.001 0.649 -1.711
C -0.914 -0.940 1.014
H 1.634 1.240 -2.121
H 0.967 1.041 0.949
O -0.921 -0.394 2.115
H -2.883 -0.511 0.453
N -0.048 -2.006 0.921
C 1.317 1.459 -0.001
H 0.811 2.428 0.085
C -1.879 -0.391 0.030
H 2.371 1.712 0.110
```

Mulliken population analysis, charges in e, atoms 1 to 5:
1 H 0.20
2 C -0.73
3 H 0.23
4 H 0.20
5 H 0.33

No. 5
This record from OMol25 describes an isolated molecule of C4H11NO. The level of theory is ωB97M-V/def2-TZVPD.

Summary:
E (eV): -7862.92438
SMILES: C[C@H](O)[C@@H](C)N
HOMO level (eV): -8.8
Relative energy (zero: lowest compared OMol25 entry of this formula, charge and spin) (kcal per mole): 37.6

Structure (XYZ):
```
17
C4H11NO, DFT ωB97M-V/def2-TZVPD
H 1.443 -0.210 1.508
H -1.533 -0.955 -2.053
C 0.041 -0.455 -0.724
H -1.504 0.643 -1.466
H -0.509 -0.997 1.365
H 0.902 -1.029 -1.120
H 1.188 1.490 1.755
H 2.504 1.077 0.549
H -1.043 1.021 1.093
H 0.777 1.569 -1.061
N -0.979 -0.121 -1.755
C 0.448 0.899 -0.199
C -0.617 -1.393 0.357
H -0.181 -2.421 0.272
O -0.763 1.482 0.254
H -1.636 -1.362 0.309
C 1.462 0.763 0.916
```

Mulliken population analysis, charges in e, atoms 1 to 5:
1 H 0.28
2 H 0.23
3 C 0.50
4 H 0.26
5 H 0.34

No. 6
This record from OMol25 describes an isolated molecule of C4H11NO. The level of theory is ωB97M-V/def2-TZVPD.

Summary:
E (eV): -7863.42241
SMILES: C[C@H](N)CCO
HOMO level (eV): -9.2
Relative energy (zero: lowest compared OMol25 entry of this formula, charge and spin) (kcal per mole): 26.1

Structure (XYZ):
```
17
C4H11NO, DFT ωB97M-V/def2-TZVPD
H -1.539 -1.459 -0.777
H -1.872 1.886 -0.742
H -0.403 -1.145 1.070
C -1.336 1.428 0.089
H 0.245 0.808 -1.151
H -0.999 -0.800 -2.165
C 1.601 -1.002 0.433
H 0.360 0.229 1.614
H -0.877 2.135 0.786
H 2.005 -1.504 1.308
N -1.278 -0.591 -1.221
C 0.258 -0.359 0.716
O 2.599 -0.030 0.080
H 1.567 -1.722 -0.389
H -2.142 0.973 0.682
H 2.239 0.859 0.133
C -0.428 0.294 -0.467
```

Mulliken population analysis, charges in e, atoms 1 to 5:
1 H 0.21
2 H 0.37
3 H 0.45
4 C -1.49
5 H 0.36

No. 7
This record from OMol25 describes a cluster of 2 separate species, C4H11NO in total. The level of theory is ωB97M-V/def2-TZVPD.

Summary:
2S+1: 2
E (eV): -7847.63412
Total charge: +1
<S²>: 0.78
HOMO level (spin up / spin down) (eV): -14.5 / -14.5
Relative energy (zero: lowest compared OMol25 entry of this formula, charge and spin) (kcal per mole): 200.8

Structure (XYZ):
```
17
C4H11NO, DFT ωB97M-V/def2-TZVPD
H 1.074 0.113 1.099
H -1.102 -0.617 2.419
H -0.151 0.560 -1.703
N -0.819 1.237 1.488
H -0.915 -0.904 0.294
C 0.506 0.830 -0.812
H 1.501 1.287 -1.116
C -0.015 -1.416 0.049
C -0.405 1.859 0.321
H 0.350 2.578 0.654
H -1.118 0.241 1.988
H -1.195 2.281 -0.344
H -0.742 -2.440 -1.469
C 1.045 -0.353 0.070
H 1.969 -0.768 -0.349
O -0.075 -1.753 -1.375
H 0.111 -2.377 0.601
```

Mulliken population analysis, charges in e, atoms 1 to 5:
1 H 0.38
2 H 0.46
3 H 0.37
4 N -0.05
5 H 0.29

No. 8
This record from OMol25 describes a cluster of 2 separate species, C4H11NO in total. The level of theory is ωB97M-V/def2-TZVPD.

Summary:
2S+1: 2
E (eV): -7854.58554
Total charge: +1
<S²>: 0.75
HOMO level (spin up / spin down) (eV): -14.6 / -14.6
Relative energy (zero: lowest compared OMol25 entry of this formula, charge and spin) (kcal per mole): 40.5

Structure (XYZ):
```
17
C4H11NO, DFT ωB97M-V/def2-TZVPD
H 2.661 0.210 -0.207
C 0.637 0.387 0.537
H -1.432 -1.128 3.502
H -0.412 0.816 -2.092
C -0.399 -0.156 -1.583
H 0.653 1.164 1.295
H -0.883 -0.938 -2.162
H 0.882 -0.554 1.027
C 1.672 0.463 -0.581
H 1.695 1.401 -1.153
H -1.191 -0.676 0.391
H -1.370 1.077 -0.042
N 1.069 -0.475 -1.576
C -0.767 0.184 -0.122
O -2.036 -1.240 2.777
H 1.424 -0.209 -2.502
H -2.200 -0.328 2.493
```

Mulliken population analysis, charges in e, atoms 1 to 5:
1 H 0.36
2 C -0.50
3 H 0.32
4 H 0.32
5 C -0.55